Arrangement a

{
  "formula": "C6H14O",
  "method": "wB97M-V/def2-TZVPD",
  "species": ["C", "C", "C", "C", "C", "C", "O", "H", "H", "H", "H", "H", "H", "H", "H", "H", "H", "H", "H", "H", "H"],
  "coordinates": [[-0.343, -0.180, 0.781], [1.114, 0.613, -0.466], [-1.272, 0.510, -0.027], [2.265, 0.808, 0.496], [1.387, -0.421, -1.535], [-2.901, -0.408, 0.715], [-0.195, -1.522, 0.822], [-0.473, -1.908, -0.019], [-0.123, 0.237, 1.759], [0.829, 1.568, -0.913], [-1.468, 1.533, 0.260], [-1.379, 0.291, -1.082], [2.486, -0.120, 1.029], [3.181, 1.120, -0.022], [0.523, -0.570, -2.187], [2.233, -0.137, -2.173], [2.043, 1.588, 1.228], [1.646, -1.384, -1.086], [-2.847, -0.593, 1.785], [-3.021, -1.332, 0.153], [-3.686, 0.307, 0.482]],
  "lowdin_charge": [-0.3535, -0.3060, -0.0986, -0.1346, -0.1223, -0.0266, 0.0117, 0.1092, 0.1393, 0.1045, 0.0977, 0.0876, 0.0761, 0.0693, 0.0662, 0.0790, 0.0689, 0.0737, 0.0280, 0.0175, 0.0127],
  "lumo_ha": 0.034,
  "mol_weight_g_mol": 102.2,
  "multiplicity": 1,
  "homo_energy_ev": -7.29,
  "homo_lumo_gap_ev": 8.20
}

***

Arrangement b

{
  "formula": "C6H14O",
  "method": "wB97M-V/def2-TZVPD",
  "species": ["C", "C", "C", "C", "C", "H", "H", "H", "H", "H", "H", "H", "H", "H", "H", "C", "O", "H", "H", "H", "H"],
  "coordinates": [[2.033, 0.309, -0.899], [0.820, 0.787, -0.654], [0.275, 1.250, 0.677], [-1.131, 0.678, 0.880], [1.168, 0.893, 1.861], [2.691, -0.057, -0.127], [2.382, 0.185, -1.913], [0.207, 1.113, -1.493], [0.187, 2.345, 0.628], [-1.084, -0.404, 0.994], [-1.775, 0.915, 0.035], [-1.583, 1.091, 1.781], [1.286, -0.186, 1.939], [0.723, 1.256, 2.787], [2.149, 1.354, 1.761], [-1.710, -2.111, -1.368], [-0.377, -1.850, -1.705], [-2.013, -2.998, -1.928], [-1.835, -2.320, -0.298], [-2.375, -1.283, -1.649], [-0.038, -0.966, -1.310]],
  "lowdin_charge": [0.0288, -0.1983, -0.4307, -0.0810, -0.0878, 0.0626, 0.0665, 0.1144, 0.1402, 0.0717, 0.0766, 0.0777, 0.0847, 0.0776, 0.0769, -0.2004, -0.1549, 0.0772, 0.0684, 0.0750, 0.0549],
  "lumo_ha": 0.036,
  "mol_weight_g_mol": 102.2,
  "multiplicity": 1,
  "smiles": "C=CC(C)C.CO",
  "homo_energy_ev": -9.91,
  "homo_lumo_gap_ev": 10.89
}

***

Most stable: arrangement b. Least stable: arrangement a.

***

Arrangement a

{
  "formula": "C6H14O",
  "method": "wB97M-V/def2-TZVPD",
  "species": ["C", "C", "C", "C", "C", "C", "O", "H", "H", "H", "H", "H", "H", "H", "H", "H", "H", "H", "H", "H", "H"],
  "coordinates": [[-2.237, -0.072, -1.196], [-1.088, -0.497, -0.277], [-1.543, -0.419, 1.183], [0.162, 0.367, -0.512], [1.487, -0.231, -0.025], [2.576, 0.830, 0.063], [1.314, -0.850, 1.246], [-3.130, -0.677, -0.996], [-1.985, -0.184, -2.257], [-2.506, 0.978, -1.021], [-0.831, -1.541, -0.511], [-2.430, -1.038, 1.354], [-1.799, 0.619, 1.436], [-0.748, -0.745, 1.852], [0.005, 1.349, -0.040], [0.284, 0.560, -1.588], [1.792, -1.008, -0.746], [2.310, 1.557, 0.841], [2.698, 1.368, -0.882], [3.542, 0.379, 0.323], [2.127, -0.747, 1.752]],
  "lowdin_charge": [-0.0924, -0.4306, -0.0845, -0.1498, -0.4399, -0.0610, -0.0565, 0.0748, 0.0736, 0.0809, 0.1384, 0.0761, 0.0834, 0.0598, 0.1249, 0.1211, 0.1405, 0.0886, 0.0836, 0.0802, 0.0887],
  "lumo_ha": 0.036,
  "mol_weight_g_mol": 102.2,
  "multiplicity": 1,
  "smiles": "CC(C)C[C@@H](C)O",
  "homo_energy_ev": -10.15,
  "homo_lumo_gap_ev": 11.13
}

***

Arrangement b

{
  "formula": "C6H14O",
  "method": "wB97M-V/def2-TZVPD",
  "species": ["C", "C", "C", "C", "C", "C", "O", "H", "H", "H", "H", "H", "H", "H", "H", "H", "H", "H", "H", "H", "H"],
  "coordinates": [[1.053, -1.600, -0.669], [1.158, -0.147, -0.203], [2.359, 0.022, 0.729], [-0.117, 0.345, 0.494], [-1.336, 0.486, -0.387], [-2.569, 1.063, 0.256], [-1.091, 0.947, -1.674], [1.996, -1.928, -1.122], [0.269, -1.742, -1.421], [0.839, -2.269, 0.174], [1.302, 0.490, -1.084], [3.284, -0.303, 0.238], [2.241, -0.578, 1.641], [2.489, 1.068, 1.030], [0.070, 1.342, 0.915], [-0.397, -0.314, 1.326], [-1.708, -0.776, -0.622], [-2.385, 2.113, 0.503], [-2.808, 0.507, 1.166], [-3.409, 1.021, -0.443], [-1.443, -0.157, -1.552]],
  "lowdin_charge": [-0.0777, -0.4308, -0.0867, -0.1452, -0.5725, -0.0431, -0.1046, 0.0793, 0.0669, 0.0851, 0.1333, 0.0767, 0.0816, 0.0771, 0.1316, 0.1309, 0.1876, 0.0930, 0.0861, 0.0885, 0.1429],
  "lumo_ha": 0.032,
  "mol_weight_g_mol": 102.2,
  "multiplicity": 1,
  "homo_energy_ev": -9.84,
  "homo_lumo_gap_ev": 10.72
}

***

Most stable: arrangement a. Least stable: arrangement b.

***

Arrangement a

{
  "formula": "C6H14O",
  "method": "wB97M-V/def2-TZVPD",
  "species": ["C", "C", "C", "C", "C", "C", "H", "H", "H", "H", "H", "H", "H", "H", "H", "H", "H", "H", "H", "H", "O"],
  "coordinates": [[0.149, 2.523, 0.455], [0.385, 1.084, 0.958], [-0.253, 0.077, 0.024], [-1.516, -0.389, 0.326], [0.387, -0.139, -1.249], [-0.282, -0.953, -2.368], [0.511, 3.330, 1.091], [0.772, 2.615, -0.438], [-0.892, 2.708, 0.190], [-0.011, 0.925, 1.957], [1.469, 0.962, 0.955], [-2.063, 0.189, 1.056], [-2.000, -1.188, -0.209], [-0.697, 0.719, -1.152], [1.470, -0.194, -1.300], [0.376, -1.543, -3.000], [-1.081, -1.566, -1.949], [-0.818, -0.289, -3.053], [1.786, -1.804, 1.450], [0.214, -1.660, 1.189], [0.905, -1.990, 1.784]],
  "lowdin_charge": [-0.0967, -0.2084, -0.5123, -0.0081, -0.1544, -0.0972, 0.0702, 0.0698, 0.0779, 0.1127, 0.1115, 0.0637, 0.0496, 0.2381, 0.1172, 0.0705, 0.0560, 0.0724, 0.0327, -0.0065, -0.0585],
  "lumo_ha": 0.027,
  "mol_weight_g_mol": 102.2,
  "multiplicity": 1,
  "homo_energy_ev": -7.67,
  "homo_lumo_gap_ev": 8.40
}

***

Arrangement b

{
  "formula": "C6H14O",
  "method": "wB97M-V/def2-TZVPD",
  "species": ["C", "C", "C", "C", "C", "C", "H", "H", "H", "H", "H", "H", "H", "H", "H", "H", "H", "H", "O", "H", "H"],
  "coordinates": [[0.299, -1.994, -0.209], [1.009, -0.995, 0.331], [1.564, 0.306, -0.225], [1.768, 0.223, -1.733], [0.916, -0.856, 1.871], [-0.348, -1.295, 2.593], [0.444, -2.632, -1.060], [-0.482, -2.358, 0.437], [0.778, 1.025, 0.024], [2.516, 0.507, 0.253], [2.306, -0.638, -2.099], [0.824, 0.370, -2.290], [2.086, 1.180, -2.177], [1.753, -1.468, 2.230], [1.136, 0.176, 2.157], [-0.489, -2.374, 2.498], [-0.294, -1.145, 3.667], [-1.226, -0.785, 2.206], [-4.580, 4.084, -2.598], [-5.198, 4.784, -2.359], [-4.784, 3.884, -3.518]],
  "lowdin_charge": [0.0447, -0.3044, -0.2226, -0.1230, -0.2385, -0.1228, 0.0559, 0.0359, 0.1266, 0.1067, 0.0726, 0.0760, 0.0677, 0.1156, 0.0976, 0.0648, 0.0673, 0.0797, -0.0630, 0.0320, 0.0309],
  "lumo_ha": 0.039,
  "mol_weight_g_mol": 102.2,
  "multiplicity": 1,
  "smiles": "C=C(CC)CC.O",
  "homo_energy_ev": -8.67,
  "homo_lumo_gap_ev": 9.73
}

***

Arrangement c

{
  "formula": "C6H14O",
  "method": "wB97M-V/def2-TZVPD",
  "species": ["C", "C", "C", "C", "C", "C", "O", "H", "H", "H", "H", "H", "H", "H", "H", "H", "H", "H", "H", "H", "H"],
  "coordinates": [[-3.334, 0.478, 0.238], [-2.100, 0.961, -0.023], [-0.832, 0.537, 0.668], [0.360, 0.366, -0.276], [1.637, -0.106, 0.418], [2.736, -0.379, -0.595], [3.894, -0.797, 0.099], [-2.693, -2.502, 0.247], [-4.229, 0.965, -0.141], [-3.483, -0.419, 0.828], [-2.287, -0.823, -0.674], [-2.024, 1.849, -0.654], [-0.616, 1.325, 1.404], [-1.013, -0.389, 1.225], [0.555, 1.314, -0.798], [0.089, -0.367, -1.049], [1.997, 0.640, 1.138], [1.446, -1.028, 0.982], [2.392, -1.153, -1.301], [2.930, 0.534, -1.183], [4.573, -1.007, -0.553]],
  "lowdin_charge": [-0.0653, -0.2387, -0.2485, -0.2317, -0.2010, -0.2977, -0.0685, 0.0169, 0.0687, 0.0107, 0.1274, 0.1118, 0.1249, 0.0954, 0.1181, 0.1047, 0.1224, 0.1232, 0.1213, 0.1201, 0.0860],
  "lumo_ha": [-0.004, 0.010],
  "mol_weight_g_mol": 102.2,
  "multiplicity": 1,
  "homo_energy_ev": [-7.76, -9.22],
  "homo_lumo_gap_ev": [7.65, 9.50]
}

***

Most stable: arrangement b. Least stable: arrangement c.

***

Arrangement a

{
  "formula": "C6H14O",
  "method": "wB97M-V/def2-TZVPD",
  "species": ["C", "C", "C", "C", "C", "C", "H", "H", "H", "H", "H", "H", "H", "H", "H", "H", "H", "H", "O", "H", "H"],
  "coordinates": [[-1.894, -1.422, 2.343], [-0.679, -0.625, 1.991], [-0.676, 0.210, 0.951], [0.497, 0.966, 0.496], [1.489, 0.114, -0.320], [0.931, -0.668, -1.469], [-1.591, -2.479, 2.179], [-2.701, -1.178, 1.651], [-2.283, -1.296, 3.324], [0.148, -0.723, 2.713], [-1.509, 0.357, 0.368], [0.151, 1.764, -0.194], [1.149, 1.480, 1.181], [2.270, 0.775, -0.607], [1.833, -0.625, 0.390], [0.139, -1.513, -1.337], [1.627, -1.291, -1.977], [0.166, -0.128, -2.074], [-0.068, 2.161, -3.236], [0.624, 2.640, -3.811], [0.376, 1.482, -2.561]],
  "lowdin_charge": [-0.1109, -0.1526, -0.1395, -0.2216, -0.2631, -0.1279, 0.0845, 0.0721, 0.0540, 0.1161, 0.0865, 0.1084, 0.1064, 0.0955, 0.1030, 0.1094, 0.0573, 0.0602, -0.1553, 0.0710, 0.0465],
  "lumo_ha": 0.034,
  "mol_weight_g_mol": 102.2,
  "multiplicity": 1,
  "smiles": "C/C=C/CCC.O",
  "homo_energy_ev": -9.17,
  "homo_lumo_gap_ev": 10.10
}

***

Arrangement b

{
  "formula": "C6H14O",
  "method": "wB97M-V/def2-TZVPD",
  "species": ["C", "C", "C", "C", "C", "C", "O", "H", "H", "H", "H", "H", "H", "H", "H", "H", "H", "H", "H", "H", "H"],
  "coordinates": [[-3.312, 0.789, 0.062], [-1.951, 1.169, -0.297], [-0.808, 0.715, 0.622], [0.431, 0.479, -0.239], [1.606, -0.232, 0.415], [2.664, -0.515, -0.638], [3.792, -1.080, -0.008], [-3.354, -6.840, 1.930], [-4.158, 1.285, -0.404], [-3.509, -0.081, 0.680], [-1.769, 0.684, -1.286], [-1.878, 2.241, -0.534], [-0.616, 1.470, 1.395], [-1.088, -0.207, 1.149], [0.763, 1.442, -0.653], [0.116, -0.127, -1.101], [2.049, 0.367, 1.219], [1.277, -1.181, 0.857], [2.243, -1.197, -1.397], [2.919, 0.425, -1.157], [4.453, -1.262, -0.686]],
  "lowdin_charge": [0.0088, -0.3188, -0.2163, -0.2443, -0.2011, -0.3030, -0.0678, 0.0000, 0.0427, 0.0459, 0.1114, 0.1141, 0.1160, 0.1110, 0.1224, 0.1099, 0.1220, 0.1210, 0.1205, 0.1202, 0.0855],
  "lumo_ha": [0.025, 0.036],
  "mol_weight_g_mol": 102.2,
  "multiplicity": 1,
  "homo_energy_ev": [-10.32, -7.82],
  "homo_lumo_gap_ev": [11.00, 8.79]
}

***

Arrangement c

{
  "formula": "C6H14O",
  "method": "wB97M-V/def2-TZVPD",
  "species": ["C", "C", "C", "C", "C", "C", "O", "H", "H", "H", "H", "H", "H", "H", "H", "H", "H", "H", "H", "H", "H"],
  "coordinates": [[-2.427, -0.013, -1.201], [-1.100, -0.416, -0.560], [-1.033, -0.430, 0.959], [0.076, 0.492, -0.879], [1.249, -0.091, -0.151], [2.383, 0.797, 0.229], [1.353, -1.185, 1.761], [-3.227, -0.674, -0.848], [-2.393, -0.086, -2.296], [-2.703, 1.015, -0.934], [-0.842, -1.421, -0.931], [-1.748, -1.119, 1.429], [-1.209, 0.581, 1.359], [0.300, -0.910, 1.524], [-0.130, 1.515, -0.535], [0.350, 0.556, -1.948], [1.491, -1.108, -0.440], [2.081, 1.491, 1.021], [2.648, 1.417, -0.641], [3.253, 0.230, 0.563], [1.628, -0.641, 2.517]],
  "lowdin_charge": [-0.0842, -0.4825, -0.1058, -0.2088, -0.0611, -0.0791, -0.1639, 0.0747, 0.0711, 0.0763, 0.1341, 0.0564, 0.0631, 0.0011, 0.1263, 0.1383, 0.1258, 0.0964, 0.0957, 0.0832, 0.0431],
  "lumo_ha": [-0.015, -0.012],
  "mol_weight_g_mol": 102.2,
  "multiplicity": 1,
  "homo_energy_ev": [-7.32, -7.40],
  "homo_lumo_gap_ev": [6.91, 7.09]
}

***

Most stable: arrangement a. Least stable: arrangement b.